(w)
Molecular formula: C4H10NO2S
Method: DFT, ωB97M-V with the def2-TZVPD basis set

```
! wB97M-V def2-TZVPD RIJCOSX def2/J DEFGRID3
* xyz -1 1
C -1.02623 -0.64105 -0.71922
N 0.29147 -0.19702 -1.20452
C 0.70280 1.07051 -0.52488
C 2.18901 1.30756 -0.66305
S 3.02494 0.41733 0.61776
C 0.70523 0.94928 1.08028
O 0.04128 0.15973 1.73784
H -1.18816 -1.20416 0.20877
H -1.40740 -1.30839 -1.53462
H -1.63115 0.25344 -0.72798
H 1.01644 -0.90030 -0.97517
H 0.17997 1.78767 -1.14807
H 2.42889 2.48758 -0.59814
H 2.51766 0.95904 -1.68956
H 1.01265 1.91770 1.52215
H -2.25428 -2.07439 1.66886
H -3.63058 -2.26495 1.18821
O -2.97252 -2.71958 1.76135
*
```

HOMO level: -3.3 eV



(x)
Molecular formula: C4H10NO2S
Method: DFT, ωB97M-V with the def2-TZVPD basis set

```
! wB97M-V def2-TZVPD RIJCOSX def2/J DEFGRID3
* xyz -1 1
C 0.87294 1.09389 -1.45028
C 0.29009 -0.20176 -1.66901
C 1.76291 1.58999 -2.36826
C -0.60937 -1.32643 2.93288
N -0.83351 -1.50960 1.50331
O 0.40879 1.80457 -0.38664
O -1.77320 0.79790 0.44770
S -2.30197 -0.66299 0.73924
H 0.83377 -0.57872 -2.45646
H 0.39526 -0.89895 -0.81930
H -0.76256 -0.06394 -2.13166
H -0.49115 1.46899 0.12496
H 1.99455 0.88019 -3.20883
H 2.12585 2.61950 -2.31611
H -1.24491 -2.08155 3.41775
H 0.44978 -1.46314 3.20054
H -1.06101 -0.35375 3.44535
H -0.05625 -1.11421 0.99482
*
```

HOMO level: -2.8 eV



Which of them is the least stable? Correct choice: (x).